# 1
C68H136O51 | ωB97M-V with the def2-TZVPD basis set

Last column: Mulliken charge in e.
CARTESIAN COORDINATES (ANGSTROEM)
C (-3.64, 4.50, 1.56)  -0.876
C (-4.06, 4.34, 0.10)  0.264
O (-4.64, 3.05, 0.02)  -0.347
C (-4.68, 2.40, -1.22)  0.805
O (-4.67, 3.02, -2.23)  -0.655
O (-4.95, 1.15, -0.97)  -0.257
C (-5.04, 0.26, -2.18)  -0.703
H (-2.70, 3.98, 1.70)  -0.364
H (-4.37, 4.10, 2.25)  0.336
H (-3.59, 5.55, 1.73)  0.447
H (-3.17, 4.57, -0.51)  -0.120
H (-4.78, 5.09, -0.15)  0.516
H (-5.22, 0.83, -3.14)  0.318
H (-5.71, -0.46, -1.78)  0.362
H (-4.01, -0.13, -2.28)  0.089
C (-1.46, 1.51, 2.85)  0.287
C (-2.68, 0.80, 2.32)  1.651
O (-3.77, 1.37, 3.12)  -0.193
C (-4.13, 0.58, 4.13)  0.576
O (-3.65, -0.46, 4.53)  -0.516
O (-5.23, 1.09, 4.72)  -0.356
C (-5.69, 0.42, 5.89)  -0.666
H (-0.60, 1.11, 2.29)  -0.300
H (-1.27, 1.38, 3.93)  0.481
H (-1.44, 2.56, 2.56)  -0.535
H (-2.73, -0.28, 2.49)  0.164
H (-2.79, 1.05, 1.27)  -1.214
H (-6.52, 1.00, 6.25)  0.244
H (-4.84, 0.38, 6.66)  0.259
H (-5.80, -0.62, 5.66)  0.284
C (-5.40, -0.13, -8.33)  -1.164
C (-5.41, 0.98, -7.30)  -0.075
O (-4.13, 1.62, -7.20)  -0.408
C (-3.49, 1.57, -6.03)  0.869
O (-3.88, 0.90, -5.08)  -0.585
O (-2.47, 2.40, -6.07)  -0.322
C (-1.57, 2.40, -4.94)  -0.128
H (-4.37, -0.30, -8.59)  0.323
H (-6.05, -0.01, -9.24)  0.274
H (-5.76, -1.07, -7.92)  0.347
H (-5.62, 0.60, -6.30)  0.095
H (-6.14, 1.78, -7.40)  0.435
H (-2.15, 2.02, -4.06)  0.060
H (-1.22, 3.42, -4.89)  -0.015
H (-0.69, 1.79, -5.22)  0.336
C (3.74, 4.21, -0.72)  -1.518
C (2.31, 4.30, -0.28)  1.281
O (2.06, 5.61, 0.10)  -0.484
C (0.89, 5.82, 0.79)  0.487
O (0.06, 4.92, 0.84)  0.025
O (0.88, 6.96, 1.37)  -0.460
C (-0.38, 7.33, 2.03)  -0.351
H (4.09, 3.18, -0.82)  0.201
H (4.37, 4.66, 0.04)  0.441
H (3.82, 4.80, -1.62)  0.379
H (2.01, 3.57, 0.42)  -0.145
H (1.72, 4.00, -1.17)  -0.320
H (-0.67, 6.39, 2.58)  0.187
H (-1.00, 7.69, 1.23)  0.089
H (-0.19, 8.13, 2.71)  0.284
C (-0.08, -1.26, 5.42)  0.061
C (0.75, -1.80, 6.53)  -0.971
O (1.16, -3.19, 6.13)  0.001
C (1.15, -4.15, 7.12)  0.660
O (0.86, -3.90, 8.27)  -0.663
O (1.46, -5.32, 6.69)  -0.095
C (1.16, -6.53, 7.51)  -0.701
H (-0.40, -0.17, 5.56)  0.293
H (-1.05, -1.76, 5.31)  0.291
H (0.51, -1.30, 4.52)  -0.239
H (0.13, -1.87, 7.46)  0.458
H (1.60, -1.18, 6.85)  0.250
H (2.05, -7.21, 7.39)  0.238
H (0.32, -7.04, 7.03)  0.231
H (1.00, -6.22, 8.59)  0.305
C (3.42, -2.19, -4.27)  -0.848
C (4.75, -1.57, -3.88)  -0.334
O (5.03, -2.20, -2.61)  -0.291
C (5.88, -1.57, -1.85)  0.668
O (6.54, -0.62, -2.21)  -0.654
O (6.03, -2.24, -0.71)  0.089
C (7.09, -1.74, 0.09)  -0.649
H (3.03, -1.70, -5.12)  0.495
H (2.62, -2.01, -3.46)  -0.008
H (3.46, -3.30, -4.43)  0.264
H (4.73, -0.46, -3.75)  0.323
H (5.52, -1.69, -4.63)  0.288
H (7.90, -1.30, -0.46)  0.444
H (7.36, -2.60, 0.68)  0.110
H (6.76, -0.95, 0.77)  0.160
C (8.51, -5.38, 4.19)  -0.879
C (9.00, -3.92, 4.38)  -0.407
O (8.27, -3.03, 3.54)  -0.323
C (7.35, -2.31, 4.17)  0.881
O (7.01, -2.45, 5.33)  -0.628
O (6.88, -1.40, 3.31)  -0.176
C (5.93, -0.53, 3.95)  -0.434
H (8.54, -5.74, 3.20)  0.254
H (7.53, -5.35, 4.56)  0.139
H (9.16, -6.02, 4.76)  0.429
H (10.06, -3.69, 4.18)  0.373
H (8.95, -3.68, 5.46)  0.328
H (5.14, -1.09, 4.42)  0.191
H (5.58, 0.08, 3.09)  -0.043
H (6.44, 0.00, 4.78)  0.415
C (3.31, -3.57, 3.66)  0.961
C (4.11, -4.73, 4.32)  -1.058
O (4.62, -5.62, 3.33)  0.204
C (4.10, -6.84, 3.09)  0.668
O (3.17, -7.25, 3.69)  -0.592
O (4.87, -7.43, 2.18)  -0.253
C (4.51, -8.85, 1.89)  -0.998
H (2.29, -3.91, 3.35)  -0.409
H (3.96, -3.05, 2.83)  -0.410
H (3.19, -2.83, 4.50)  0.229
H (3.36, -5.28, 4.91)  0.325
H (4.98, -4.38, 4.86)  0.221
H (5.32, -9.25, 1.33)  0.308
H (3.66, -9.01, 1.30)  0.334
H (4.39, -9.44, 2.75)  0.452
C (-1.12, -4.52, 4.03)  1.140
C (-1.98, -5.76, 4.31)  -0.507
O (-1.17, -6.91, 4.60)  -0.370
C (-0.68, -7.65, 3.59)  0.786
O (-0.89, -7.45, 2.41)  -0.572
O (0.12, -8.56, 4.12)  -0.335
C (0.85, -9.25, 3.17)  -0.107
H (-1.84, -3.66, 3.95)  -0.011
H (-0.57, -4.56, 3.08)  -0.257
H (-0.41, -4.37, 4.81)  -0.719
H (-2.63, -5.88, 3.46)  0.050
H (-2.60, -5.60, 5.20)  0.449
H (1.41, -8.56, 2.55)  -0.239
H (0.23, -9.99, 2.64)  0.319
H (1.58, -9.82, 3.72)  0.246
C (-2.06, -2.91, -3.20)  0.883
C (-1.81, -4.41, -3.31)  -0.455
O (-2.75, -5.32, -2.60)  -0.419
C (-2.41, -5.48, -1.35)  0.594
O (-1.44, -4.97, -0.79)  -0.093
O (-3.29, -6.28, -0.79)  -0.434
C (-3.45, -6.40, 0.63)  0.032
H (-1.36, -2.40, -3.90)  0.453
H (-1.82, -2.49, -2.27)  -1.263
H (-3.13, -2.78, -3.44)  0.280
H (-0.78, -4.61, -3.00)  0.262
H (-1.94, -4.69, -4.38)  0.340
H (-3.92, -5.45, 1.02)  -0.084
H (-2.51, -6.55, 1.14)  0.029
H (-4.09, -7.26, 0.77)  0.280
C (1.71, -6.15, 0.99)  -0.402
C (2.45, -5.25, -0.05)  -0.113
O (3.90, -5.39, 0.05)  0.460
C (4.33, -6.44, -0.64)  0.391
O (3.65, -7.29, -1.17)  -0.657
O (5.63, -6.66, -0.58)  -0.449
C (6.52, -5.67, 0.00)  -0.173
H (1.99, -7.15, 0.79)  0.281
H (0.66, -6.18, 0.83)  0.266
H (1.98, -5.84, 1.99)  -0.067
H (2.25, -4.16, 0.14)  -0.702
H (2.09, -5.44, -1.06)  0.600
H (6.43, -5.76, 1.10)  0.128
H (6.21, -4.68, -0.42)  -0.075
H (7.45, -5.95, -0.44)  0.333
C (1.39, 3.12, 4.94)  -1.452
C (1.63, 1.76, 4.30)  1.034
O (2.36, 1.96, 3.07)  -0.369
C (2.61, 0.73, 2.54)  0.546
O (2.28, -0.30, 2.98)  -0.126
O (3.31, 1.01, 1.40)  -0.492
C (3.63, -0.07, 0.52)  -0.276
H (0.57, 3.59, 4.32)  0.127
H (2.24, 3.78, 4.90)  0.422
H (0.93, 3.06, 5.97)  0.341
H (0.67, 1.20, 4.05)  -0.730
H (2.17, 1.07, 4.91)  0.392
H (4.39, 0.29, -0.16)  0.221
H (2.78, -0.42, 0.02)  0.241
H (4.09, -0.81, 1.18)  -0.077
C (-0.11, 8.24, -1.70)  -1.052
C (-1.29, 9.09, -2.19)  0.075
O (-2.44, 8.85, -1.36)  -0.117
C (-3.48, 9.64, -1.56)  0.760
O (-3.49, 10.72, -2.07)  -0.602
O (-4.66, 9.22, -0.98)  -0.386
C (-4.74, 7.87, -0.55)  -0.781
H (-0.07, 8.43, -0.63)  0.198
H (0.77, 8.55, -2.24)  0.438
H (-0.30, 7.18, -1.97)  0.151
H (-1.62, 8.90, -3.19)  -0.017
H (-1.07, 10.17, -2.15)  0.355
H (-4.03, 7.28, -1.00)  0.371
H (-5.79, 7.64, -0.68)  0.361
H (-4.65, 7.73, 0.56)  0.288
C (2.90, 3.99, -6.94)  -0.792
C (2.95, 5.53, -6.92)  -0.351
O (1.79, 6.21, -7.45)  -0.385
C (0.73, 6.35, -6.71)  0.661
O (0.55, 5.84, -5.64)  -0.430
O (-0.25, 7.09, -7.29)  -0.230
C (-0.05, 7.68, -8.61)  -0.695
H (3.86, 3.66, -6.44)  0.332
H (2.80, 3.67, -7.98)  0.306
H (2.03, 3.61, -6.39)  0.099
H (3.79, 5.83, -7.52)  0.345
H (3.23, 5.82, -5.89)  0.298
H (-0.83, 8.38, -8.72)  0.225
H (-0.20, 6.95, -9.38)  0.299
H (0.96, 8.11, -8.65)  0.323
C (0.56, -2.07, -0.08)  -0.307
C (-0.44, -1.00, -0.21)  1.154
O (0.19, 0.23, -0.78)  -0.449
C (-0.72, 1.20, -1.11)  0.259
O (-1.91, 1.07, -0.89)  0.260
O (-0.08, 2.24, -1.58)  -0.274
C (-0.93, 3.39, -1.84)  -0.030
H (0.05, -3.01, 0.22)  0.060
H (1.29, -1.80, 0.67)  0.107
H (1.15, -2.32, -0.97)  0.191
H (-0.85, -0.71, 0.72)  -0.127
H (-1.26, -1.29, -0.95)  -1.344
H (-0.91, 3.96, -0.93)  0.038
H (-1.97, 3.14, -2.16)  -0.201
H (-0.46, 3.93, -2.65)  0.385
C (-4.36, 5.24, -4.62)  -0.365
C (-3.86, 5.79, -5.94)  0.198
O (-4.44, 7.02, -6.32)  -0.467
C (-3.86, 8.05, -5.61)  0.656
O (-3.07, 7.86, -4.73)  -0.524
O (-4.39, 9.17, -6.09)  -0.370
C (-3.92, 10.39, -5.52)  -0.581
H (-5.44, 5.18, -4.47)  0.385
H (-4.05, 5.89, -3.84)  -0.037
H (-3.93, 4.27, -4.50)  -0.116
H (-4.16, 5.12, -6.76)  0.285
H (-2.79, 5.88, -5.92)  0.063
H (-4.57, 10.76, -4.75)  0.289
H (-3.78, 11.09, -6.36)  0.292
H (-2.93, 10.21, -5.01)  0.216
C (-3.39, -3.05, 0.59)  0.711
C (-4.65, -3.35, -0.14)  -0.837
O (-5.69, -2.52, 0.26)  -0.171
C (-6.31, -2.67, 1.43)  0.608
O (-6.22, -3.66, 2.10)  -0.568
O (-7.15, -1.66, 1.68)  -0.378
C (-6.93, -0.28, 1.30)  -0.134
H (-3.01, -2.08, 0.26)  -0.844
H (-2.60, -3.77, 0.52)  -0.297
H (-3.68, -2.88, 1.64)  0.482
H (-4.85, -4.43, -0.01)  0.848
H (-4.46, -3.12, -1.16)  0.117
H (-5.95, -0.04, 1.07)  -0.132
H (-7.29, 0.26, 2.19)  0.281
H (-7.56, 0.01, 0.46)  0.331

Properties
* HOMO energy: -0.3775 Eh
* energy above the lowest of the compared OMol25 structures with the same formula, charge and spin: 41.9 kcal per mole
* frontier orbital gap: 10.4 eV
* E_LUMO: 0.1 eV
* DFT total energy: -177142.6416 eV

# 2
C68H147BF4N6O2 | ωB97M-V with the def2-TZVPD basis set

Last column: Mulliken charge in e.
CARTESIAN COORDINATES (ANGSTROEM)
C (-5.46, 5.47, 1.07)  -0.963
C (-5.49, 7.02, 0.85)  -0.763
C (-4.22, 7.49, 0.23)  -0.275
C (-4.30, 6.99, -1.21)  -1.398
N (-2.96, 6.83, -1.90)  0.811
C (-3.24, 6.66, -3.38)  -0.523
C (-2.70, 7.90, -4.11)  -0.756
C (-1.57, 8.34, -3.18)  -0.687
C (-2.12, 8.11, -1.74)  -0.415
C (-2.14, 5.72, -1.31)  -0.967
C (-2.67, 4.30, -1.60)  0.013
C (-1.88, 3.25, -0.80)  -1.475
H (-5.93, 5.01, 0.17)  0.365
H (-6.18, 5.18, 1.92)  0.339
H (-4.43, 5.19, 1.21)  0.169
H (-5.66, 7.59, 1.79)  0.413
H (-6.29, 7.27, 0.13)  0.350
H (-3.34, 7.09, 0.76)  0.239
H (-4.30, 8.59, 0.25)  0.366
H (-4.81, 7.71, -1.83)  0.521
H (-4.73, 5.99, -1.23)  0.511
H (-2.61, 5.83, -3.75)  0.294
H (-4.24, 6.43, -3.45)  0.449
H (-2.29, 7.66, -5.06)  0.378
H (-3.32, 8.77, -4.24)  0.319
H (-0.62, 7.87, -3.40)  0.323
H (-1.42, 9.40, -3.31)  0.440
H (-1.35, 8.00, -0.90)  0.255
H (-2.79, 8.91, -1.53)  0.397
H (-2.11, 5.76, -0.24)  0.227
H (-1.04, 5.82, -1.75)  0.422
H (-2.63, 4.13, -2.68)  0.391
H (-3.73, 4.35, -1.29)  0.119
H (-1.89, 2.19, -1.11)  0.444
H (-2.32, 3.14, 0.21)  0.343
H (-0.84, 3.52, -0.82)  0.323
C (-3.13, -6.20, -0.96)  -0.621
C (-4.58, -6.74, -1.05)  -0.904
C (-5.61, -5.52, -1.43)  -0.637
C (-5.82, -4.78, -0.06)  -0.736
N (-6.37, -3.36, -0.22)  0.590
C (-5.53, -2.42, -1.12)  0.049
C (-5.87, -0.99, -0.66)  -1.597
C (-6.21, -1.14, 0.81)  -0.666
C (-6.37, -2.67, 1.12)  -0.365
C (-7.78, -3.37, -0.83)  -1.111
C (-8.72, -4.38, -0.26)  -0.324
C (-10.16, -4.00, -0.69)  -1.223
H (-3.11, -5.25, -0.45)  -0.019
H (-2.70, -6.04, -1.99)  0.254
H (-2.51, -6.86, -0.36)  0.387
H (-4.86, -7.20, -0.12)  0.421
H (-4.67, -7.53, -1.80)  0.437
H (-6.59, -5.92, -1.79)  0.368
H (-5.24, -4.96, -2.32)  0.385
H (-4.89, -4.60, 0.38)  0.070
H (-6.38, -5.27, 0.66)  0.696
H (-5.72, -2.68, -2.11)  0.647
H (-4.49, -2.64, -0.73)  -0.300
H (-6.81, -0.67, -1.07)  0.677
H (-5.11, -0.27, -0.78)  0.373
H (-7.10, -0.57, 0.96)  0.432
H (-5.43, -0.74, 1.49)  0.264
H (-7.28, -2.99, 1.64)  0.453
H (-5.53, -3.06, 1.68)  -0.003
H (-7.64, -3.61, -1.83)  0.463
H (-8.08, -2.37, -0.62)  0.590
H (-8.67, -4.35, 0.85)  0.368
H (-8.62, -5.45, -0.53)  0.262
H (-10.30, -4.26, -1.81)  0.299
H (-10.27, -2.88, -0.59)  0.311
H (-10.86, -4.60, -0.06)  0.380
C (3.01, -7.00, -6.66)  -1.103
C (3.34, -5.88, -7.70)  -0.740
C (2.92, -4.51, -7.13)  0.431
C (3.36, -3.46, -8.14)  -1.755
N (2.73, -2.11, -8.12)  0.607
C (3.25, -1.30, -6.95)  -0.052
C (2.98, 0.16, -7.37)  -0.705
C (3.03, 0.19, -8.93)  -0.805
C (3.19, -1.33, -9.31)  -0.879
C (1.21, -2.14, -8.08)  -0.336
C (0.60, -2.93, -9.18)  0.026
C (-0.90, -2.81, -9.10)  -1.482
H (3.51, -6.67, -5.65)  0.174
H (3.49, -7.92, -6.96)  0.436
H (1.92, -7.09, -6.59)  0.329
H (2.93, -6.09, -8.68)  0.415
H (4.45, -5.78, -7.85)  0.342
H (3.54, -4.33, -6.24)  0.179
H (1.86, -4.44, -6.95)  0.155
H (3.13, -3.80, -9.14)  0.558
H (4.47, -3.42, -8.08)  0.553
H (2.81, -1.66, -5.99)  -0.185
H (4.35, -1.59, -6.90)  0.450
H (2.07, 0.44, -6.89)  0.390
H (3.76, 0.83, -6.96)  0.475
H (2.10, 0.58, -9.40)  0.330
H (3.78, 0.86, -9.25)  0.388
H (2.67, -1.65, -10.21)  0.439
H (4.21, -1.51, -9.43)  0.596
H (0.96, -1.09, -8.11)  0.781
H (0.95, -2.56, -7.06)  -0.505
H (0.90, -3.98, -9.21)  0.196
H (0.94, -2.44, -10.18)  0.092
H (-1.35, -3.15, -10.06)  0.404
H (-1.18, -1.77, -9.07)  0.376
H (-1.27, -3.41, -8.27)  0.359
C (4.18, 13.00, 2.22)  -0.306
C (5.40, 12.81, 2.35)  -0.448
C (6.51, 11.95, 2.39)  0.135
C (6.98, 11.44, 3.63)  -0.274
N (8.15, 10.32, 3.69)  0.393
C (9.26, 10.42, 4.48)  -1.028
C (10.41, 11.44, 3.88)  -0.387
C (11.51, 10.65, 3.41)  -0.119
C (12.57, 11.02, 2.68)  -0.736
C (7.69, 9.01, 3.20)  -0.397
C (7.91, 7.85, 3.99)  0.005
C (8.83, 7.63, 5.09)  -1.187
H (3.66, 14.00, 2.54)  0.272
H (13.66, -2.43, 15.91)  0.107
H (-3.67, 7.57, 15.27)  0.023
H (9.46, 10.55, 7.35)  0.097
H (-0.60, 7.87, 13.61)  -0.023
H (-13.27, -0.43, -8.10)  0.155
H (-6.15, -0.46, -2.98)  0.136
H (9.27, 1.42, 13.84)  0.016
H (6.99, 12.21, 4.71)  0.281
H (9.78, 9.56, 4.90)  0.319
H (8.80, 10.85, 5.51)  0.162
H (10.83, 12.20, 4.69)  0.308
H (9.72, 11.96, 3.30)  0.318
H (15.06, 2.18, -3.55)  0.103
H (11.24, 9.64, 3.21)  0.127
H (13.22, 10.26, 1.99)  0.218
H (13.05, 12.07, 2.69)  0.264
H (8.16, 8.49, 2.35)  0.279
H (6.73, 8.92, 2.68)  0.546
H (6.44, 11.44, 1.35)  0.306
H (7.34, 6.91, 3.77)  0.352
H (9.87, 7.98, 4.77)  0.436
H (8.85, 6.59, 5.24)  0.439
H (8.70, 8.19, 6.02)  0.399
C (-3.70, -2.59, 4.55)  -0.701
C (-2.25, -2.51, 5.07)  -0.789
C (-2.02, -3.29, 6.38)  -0.473
C (-2.09, -4.79, 6.00)  -0.832
N (-2.51, -5.72, 7.05)  0.536
C (-4.01, -5.60, 7.21)  -0.722
C (-4.56, -6.41, 6.03)  -0.423
C (-3.77, -7.68, 6.16)  -0.656
C (-2.33, -7.20, 6.51)  -0.449
C (-1.87, -5.52, 8.35)  -0.635
C (-0.39, -5.32, 8.26)  -0.198
C (0.46, -5.64, 9.47)  -1.687
H (-4.34, -2.10, 5.29)  0.499
H (-4.04, -3.60, 4.29)  0.075
H (-3.85, -1.97, 3.64)  0.041
H (-2.05, -1.44, 5.21)  0.469
H (-1.62, -2.87, 4.24)  0.181
H (-2.81, -3.01, 7.06)  0.318
H (-1.11, -2.98, 6.94)  0.335
H (-1.14, -5.21, 5.54)  0.390
H (-2.86, -4.76, 5.22)  -0.051
H (-4.28, -5.97, 8.18)  0.512
H (-4.26, -4.58, 7.20)  0.394
H (-5.59, -6.77, 6.11)  0.466
H (-4.50, -5.91, 5.11)  0.103
H (-4.24, -8.22, 6.97)  0.325
H (-3.91, -8.40, 5.28)  0.347
H (-1.89, -7.69, 7.32)  0.468
H (-1.78, -7.17, 5.55)  0.281
H (-2.21, -6.41, 8.85)  0.663
H (-2.35, -4.67, 8.86)  0.432
H (-0.16, -4.31, 8.02)  0.172
H (0.14, -5.85, 7.40)  0.333
H (1.52, -5.52, 9.15)  0.374
H (0.44, -6.58, 9.85)  0.478
H (0.29, -4.98, 10.31)  0.371
C (4.31, -2.24, 2.93)  -0.912
C (5.10, -2.86, 1.70)  -0.807
C (4.46, -2.45, 0.37)  -0.463
C (3.04, -3.05, 0.11)  -1.174
N (2.39, -2.72, -1.25)  0.660
C (0.88, -3.07, -1.19)  -0.731
C (0.88, -4.59, -1.44)  -0.636
C (2.17, -4.99, -2.24)  -0.858
C (2.94, -3.70, -2.31)  -0.071
C (2.54, -1.36, -1.71)  -1.601
C (1.72, -0.42, -0.81)  0.220
C (2.17, 0.94, -1.36)  -1.393
H (4.58, -1.19, 2.91)  0.281
H (4.60, -2.72, 3.82)  0.411
H (3.22, -2.39, 2.64)  0.203
H (5.13, -3.93, 1.74)  0.436
H (6.16, -2.52, 1.72)  0.372
H (5.12, -2.69, -0.43)  0.398
H (4.23, -1.37, 0.38)  0.210
H (2.39, -2.73, 0.90)  0.591
H (3.03, -4.12, 0.08)  0.595
H (0.53, -2.57, -2.12)  0.062
H (0.24, -2.70, -0.37)  0.183
H (-0.01, -4.90, -1.95)  0.292
H (0.89, -5.05, -0.51)  0.566
H (1.88, -5.26, -3.27)  0.258
H (2.69, -5.80, -1.78)  0.470
H (2.81, -3.16, -3.24)  -0.106
H (3.99, -3.87, -2.11)  0.335
H (2.21, -1.36, -2.73)  0.802
H (3.58, -1.05, -1.68)  0.688
H (2.05, -0.48, 0.20)  0.329
H (0.64, -0.58, -0.85)  0.136
H (1.82, 1.09, -2.36)  0.325
H (3.29, 0.93, -1.27)  0.380
H (1.77, 1.81, -0.83)  0.330
B (-2.36, -2.54, 1.20)  0.358
F (-1.14, -2.37, 1.85)  -0.362
F (-3.13, -3.61, 1.73)  -0.416
F (-3.06, -1.35, 1.29)  -0.332
F (-2.08, -2.88, -0.15)  -0.160
C (-1.40, -2.30, -3.74)  -1.265
C (-0.13, -2.45, -4.54)  1.141
O (0.60, -3.44, -4.51)  -0.685
O (0.37, -1.43, -5.11)  -0.827
H (-2.12, -2.51, -4.51)  0.495
H (-1.49, -1.26, -3.41)  0.256
H (-1.52, -2.92, -2.86)  0.175

Properties
* HOMO energy: -0.4097 Eh
* frontier orbital gap: 0.9 eV
* E_LUMO: -10.3 eV
* DFT total energy: -97404.8475 eV
* total charge: +4